Entry 1:
{"formula": "C3H6IN2S", "method": "ωB97M-V with the def2-TZVPD basis set", "species": ["C", "C", "C", "N", "N", "S", "I", "H", "H", "H", "H", "H", "H"], "coordinates": [[1.57, -0.94, -0.11], [0.63, -0.91, 0.82], [-0.03, 0.46, -0.93], [1.13, -0.28, -1.29], [-0.53, -0.09, 0.38], [0.22, 2.14, -0.47], [1.80, 0.02, -3.17], [2.58, -1.43, -0.11], [0.72, -1.23, 1.82], [-0.83, 0.31, -1.63], [-1.37, -0.65, 0.26], [-0.77, 0.71, 1.01], [0.91, 2.46, -1.67]], "lumo_ha": -0.1601, "multiplicity": 1, "homo_ev": -12.74, "smiles": "S[C@@H]1[NH2+]C=CN1I", "charge": 1, "de_lowest_kj_mol": 161.99, "e_tot_ev": -25115.26516}

Entry 2:
{"formula": "C21H33N5O3", "method": "ωB97M-V with the def2-TZVPD basis set", "species": ["C", "O", "C", "C", "C", "N", "C", "O", "C", "C", "C", "C", "C", "C", "C", "C", "C", "N", "C", "O", "C", "C", "N", "N", "C", "N", "C", "C", "C", "H", "H", "H", "H", "H", "H", "H", "H", "H", "H", "H", "H", "H", "H", "H", "H", "H", "H", "H", "H", "H", "H", "H", "H", "H", "H", "H", "H", "H", "H", "H", "H", "H"], "coordinates": [[-0.13, -0.29, -3.42], [0.63, -0.22, -2.23], [0.36, -1.24, -1.31], [1.26, -0.99, -0.11], [1.04, -2.04, 0.98], [-0.24, -1.85, 1.63], [-1.27, -2.70, 1.35], [-1.09, -3.71, 0.69], [-2.63, -2.33, 1.91], [-3.41, -1.11, 1.35], [-4.70, -1.88, 1.67], [-3.89, -3.19, 1.63], [-3.96, -4.03, 0.33], [-3.82, -5.31, 1.20], [-4.17, -4.46, 2.44], [-0.34, -0.54, 2.25], [-0.17, 0.55, 1.21], [1.06, 0.35, 0.44], [1.60, 1.48, -0.11], [1.18, 2.59, 0.17], [2.82, 1.36, -1.02], [2.85, 2.43, -2.05], [2.57, 2.23, -3.31], [2.69, 3.43, -3.96], [3.04, 4.31, -3.07], [3.16, 3.74, -1.84], [3.54, 4.41, -0.59], [2.57, 5.53, -0.27], [4.98, 4.89, -0.68], [0.20, 0.53, -4.05], [0.04, -1.24, -3.94], [-1.20, -0.19, -3.20], [-0.70, -1.23, -1.02], [0.57, -2.23, -1.73], [2.29, -1.08, -0.43], [1.07, -3.04, 0.56], [1.83, -1.94, 1.73], [-2.54, -2.22, 3.00], [-3.26, -0.14, 1.82], [-3.26, -1.02, 0.28], [-5.05, -1.66, 2.68], [-5.54, -1.80, 0.98], [-4.96, -3.95, -0.10], [-3.21, -3.87, -0.44], [-4.47, -6.14, 0.96], [-2.78, -5.64, 1.22], [-3.57, -4.61, 3.34], [-5.23, -4.53, 2.70], [-1.30, -0.43, 2.76], [0.45, -0.45, 3.00], [-1.04, 0.56, 0.53], [-0.12, 1.53, 1.68], [3.71, 1.40, -0.38], [2.84, 0.42, -1.56], [3.22, 5.36, -3.26], [3.46, 3.65, 0.19], [2.82, 5.98, 0.69], [2.60, 6.31, -1.03], [1.55, 5.13, -0.21], [5.29, 5.33, 0.28], [5.66, 4.07, -0.91], [5.09, 5.66, -1.45]], "lumo_ha": 0.0211, "multiplicity": 1, "homo_ev": -9.17, "smiles": "COC[C@@H]1CN(C(=O)[C@H]2CCC23CCC3)CCN1C(=O)Cc1nncn1C(C)C", "charge": 0, "de_lowest_kj_mol": 17.98, "e_tot_ev": -35904.93056}

Entry 3:
{"formula": "C28H77F2LiN8O11S2", "method": "ωB97M-V with the def2-TZVPD basis set", "species": ["Li", "N", "S", "O", "O", "F", "S", "O", "O", "F", "C", "C", "C", "O", "C", "N", "H", "H", "H", "H", "H", "H", "H", "H", "H", "H", "H", "C", "C", "C", "O", "C", "N", "H", "H", "H", "H", "H", "H", "H", "H", "H", "H", "H", "C", "C", "C", "O", "C", "N", "H", "H", "H", "H", "H", "H", "H", "H", "H", "H", "H", "C", "C", "C", "O", "C", "N", "H", "H", "H", "H", "H", "H", "H", "H", "H", "H", "H", "C", "C", "C", "O", "C", "N", "H", "H", "H", "H", "H", "H", "H", "H", "H", "H", "H", "C", "C", "C", "O", "C", "N", "H", "H", "H", "H", "H", "H", "H", "H", "H", "H", "H", "C", "C", "C", "O", "C", "N", "H", "H", "H", "H", "H", "H", "H", "H", "H", "H", "H"], "coordinates": [[0.86, 1.16, 1.79], [-0.59, 0.43, 0.86], [-2.07, 0.41, 1.37], [-2.60, -0.89, 1.75], [-2.87, 1.47, 0.83], [-1.68, 0.89, 2.86], [-0.88, -0.33, -0.60], [-1.51, 0.40, -1.68], [-1.18, -1.72, -0.52], [0.60, -0.46, -1.22], [-0.95, -5.13, -7.62], [0.17, -4.75, -6.61], [-0.36, -4.47, -5.22], [-0.60, -3.10, -4.97], [-1.07, -2.89, -3.67], [1.20, -5.82, -6.63], [-1.62, -4.27, -7.64], [-1.38, -6.11, -7.42], [-0.49, -5.20, -8.61], [0.70, -3.86, -6.95], [0.24, -4.92, -4.41], [-1.32, -4.98, -5.00], [-0.92, -1.85, -3.38], [-0.35, -3.34, -2.96], [-2.01, -3.43, -3.52], [1.37, -6.00, -7.61], [0.81, -6.70, -6.31], [0.33, 0.48, -4.63], [1.49, -0.36, -5.24], [1.40, -0.39, -6.77], [2.44, -1.21, -7.23], [2.46, -1.32, -8.65], [2.74, 0.29, -4.75], [0.54, 1.55, -4.63], [0.01, 0.02, -3.70], [-0.63, 0.33, -5.15], [1.46, -1.35, -4.78], [1.41, 0.67, -7.04], [0.44, -0.83, -7.05], [2.62, -0.30, -9.01], [1.53, -1.75, -9.03], [3.23, -2.01, -8.97], [2.53, 1.29, -4.79], [3.43, 0.12, -5.48], [0.76, 3.92, 5.19], [0.24, 3.28, 3.91], [0.42, 4.11, 2.62], [-0.14, 3.29, 1.62], [-0.13, 3.78, 0.29], [0.92, 1.98, 3.78], [0.26, 4.88, 5.37], [1.83, 4.15, 5.23], [0.49, 3.27, 6.03], [-0.83, 3.16, 4.07], [1.42, 4.47, 2.35], [-0.27, 4.96, 2.75], [-0.62, 4.75, 0.20], [-0.76, 3.12, -0.30], [0.85, 3.75, -0.17], [0.53, 1.22, 4.32], [1.89, 2.04, 4.07], [3.24, 1.49, -1.45], [3.68, 1.45, 0.01], [5.07, 2.08, 0.22], [5.30, 2.15, 1.63], [6.64, 2.55, 1.88], [2.64, 2.13, 0.85], [3.96, 1.02, -2.12], [3.12, 2.50, -1.85], [2.33, 0.91, -1.51], [3.74, 0.45, 0.43], [5.18, 3.08, -0.22], [5.79, 1.36, -0.19], [6.70, 3.61, 1.64], [7.40, 1.86, 1.50], [6.80, 2.45, 2.96], [3.14, 2.51, 1.66], [2.43, 2.98, 0.34], [-1.27, -0.77, 8.75], [-1.34, -2.07, 7.93], [-1.57, -1.81, 6.44], [-2.93, -1.42, 6.30], [-3.34, -1.29, 4.96], [-0.19, -2.94, 8.16], [-0.38, -0.20, 8.46], [-1.16, -0.93, 9.82], [-2.14, -0.17, 8.50], [-2.30, -2.50, 8.24], [-1.46, -2.72, 5.85], [-0.98, -0.99, 6.01], [-2.99, -0.34, 4.54], [-4.43, -1.27, 4.97], [-3.02, -2.10, 4.29], [-0.45, -3.89, 7.90], [-0.11, -2.98, 9.17], [-4.32, 2.54, -2.45], [-4.79, 3.62, -1.44], [-6.12, 3.21, -0.77], [-6.94, 4.40, -0.71], [-8.22, 4.13, -0.22], [-3.75, 3.90, -0.47], [-5.08, 1.87, -2.86], [-3.47, 1.97, -2.07], [-4.07, 3.09, -3.36], [-4.92, 4.57, -1.96], [-5.98, 2.74, 0.20], [-6.67, 2.53, -1.44], [-8.32, 3.39, 0.58], [-8.94, 3.85, -0.99], [-8.54, 5.07, 0.25], [-3.28, 3.07, -0.11], [-4.04, 4.43, 0.34], [0.75, -1.61, 3.87], [2.01, -1.68, 3.03], [2.06, -3.08, 2.38], [3.18, -3.17, 1.51], [3.30, -4.50, 1.04], [1.97, -0.69, 1.92], [-0.13, -1.43, 3.25], [0.81, -0.83, 4.63], [0.61, -2.54, 4.43], [2.90, -1.53, 3.64], [1.18, -3.16, 1.73], [1.97, -3.83, 3.18], [3.04, -5.23, 1.81], [4.32, -4.69, 0.71], [2.66, -4.68, 0.17], [2.79, -0.89, 1.37], [1.15, -0.94, 1.37]], "lumo_ha": 0.0041, "multiplicity": 1, "homo_ev": -8.24, "charge": 0, "de_lowest_kj_mol": 0.00, "e_tot_ev": -92034.98922}

Entry 4:
{"formula": "C35H52O2P4Tb", "method": "ωB97M-V with the def2-TZVPD basis set", "species": ["Tb", "P", "P", "P", "H", "C", "C", "H", "C", "C", "C", "C", "C", "C", "C", "C", "C", "H", "H", "H", "H", "H", "H", "H", "H", "H", "H", "H", "H", "H", "H", "H", "H", "H", "H", "H", "H", "H", "H", "H", "H", "H", "H", "H", "H", "H", "C", "C", "C", "C", "C", "C", "O", "H", "H", "H", "H", "H", "H", "O", "P", "C", "C", "C", "C", "C", "C", "C", "C", "C", "C", "C", "C", "C", "C", "C", "C", "C", "C", "H", "H", "H", "H", "H", "H", "H", "H", "H", "H", "H", "H", "H", "H", "H"], "coordinates": [[1.03, -0.01, 0.29], [-2.64, -0.98, 0.11], [1.11, -2.42, -1.27], [-0.49, 2.52, 0.70], [3.78, 1.32, -5.46], [4.08, 2.12, -4.79], [4.76, 1.96, -3.64], [5.22, 1.01, -3.31], [-4.15, -1.04, -0.89], [-2.09, -2.66, 0.51], [-2.94, 0.03, 1.57], [2.65, -2.18, -2.25], [1.37, -4.12, -0.62], [-0.08, -2.84, -2.62], [0.63, 3.89, 0.25], [-1.11, 3.23, 2.29], [-1.87, 2.94, -0.45], [3.83, 3.15, -5.11], [4.97, 2.86, -3.04], [-4.97, -1.62, -0.44], [-3.88, -1.48, -1.86], [-4.48, -0.01, -1.06], [-3.00, -3.28, 0.55], [-1.55, -2.76, 1.46], [-1.44, -3.07, -0.28], [-4.03, 0.11, 1.70], [-2.54, 1.06, 1.50], [-2.50, -0.40, 2.48], [2.97, -3.10, -2.74], [3.45, -1.82, -1.59], [2.48, -1.41, -3.01], [1.27, -4.85, -1.43], [0.64, -4.37, 0.16], [2.37, -4.19, -0.18], [-0.06, -3.92, -2.83], [0.22, -2.29, -3.53], [-1.10, -2.55, -2.35], [0.18, 4.84, 0.58], [0.79, 3.92, -0.83], [1.60, 3.77, 0.74], [-1.23, 4.32, 2.19], [-0.39, 3.04, 3.09], [-2.07, 2.81, 2.60], [-2.18, 3.99, -0.30], [-2.74, 2.29, -0.29], [-1.52, 2.82, -1.48], [1.79, 1.70, -2.41], [0.85, 1.66, -3.47], [0.52, 2.86, -4.12], [1.22, 4.03, -3.78], [2.36, 3.93, -2.97], [2.58, 2.84, -2.15], [1.81, 0.67, -1.56], [-1.77, -0.37, -0.86], [0.29, 0.74, -3.62], [-0.25, 2.87, -4.90], [0.89, 4.97, -4.21], [3.11, 4.73, -3.04], [3.31, 2.79, -1.32], [1.58, -0.42, 2.32], [1.42, -0.88, 3.80], [1.37, 0.59, 4.81], [0.72, 0.59, 6.06], [0.51, 1.79, 6.73], [0.97, 2.99, 6.19], [1.69, 2.99, 4.99], [1.92, 1.79, 4.32], [-0.10, -1.82, 4.00], [-1.27, -1.16, 4.42], [-2.45, -1.86, 4.60], [-2.50, -3.22, 4.31], [-1.36, -3.89, 3.86], [-0.17, -3.19, 3.69], [2.80, -1.94, 4.18], [3.00, -2.39, 5.50], [4.07, -3.24, 5.79], [4.93, -3.67, 4.76], [4.73, -3.19, 3.45], [3.68, -2.34, 3.16], [0.32, -0.33, 6.48], [-0.05, 1.79, 7.68], [0.78, 3.93, 6.70], [2.07, 3.92, 4.58], [2.53, 1.79, 3.41], [-1.25, -0.07, 4.60], [-3.34, -1.34, 4.97], [-3.45, -3.76, 4.42], [-1.41, -4.96, 3.64], [0.72, -3.72, 3.32], [2.33, -2.06, 6.31], [4.23, -3.59, 6.81], [5.75, -4.35, 4.98], [5.41, -3.50, 2.65], [3.52, -1.97, 2.14]], "lumo_ha": [-0.3333, -0.3151], "multiplicity": 7, "homo_ev": [-14.44, -14.45], "charge": 3, "de_lowest_kj_mol": 0.00, "e_tot_ev": -100801.41264}